Below is a structure of composition C33H37CaClO2Si2 in a non-equilibrium geometry, with properties calculated with ωB97M-V with the def2-TZVPD basis set.

Highest occupied orbital energy ... -6.374 eV
HOMO-LUMO gap ... 5.7 eV
E_tot ... -85631.6317 eV
F_max ... 2.7 eV/Å
Energy above the lowest of the compared OMol25 structures with the same formula, charge and spin ... 0.386 eV

The geometry in XYZ format:
```
76
Properties=species:S:1:pos:R:3:forces:R:3:mulliken_charge:R:1
C 0.23504 1.55953 0.53351 -0.32 0.06 -0.18 -0.486
C 1.41764 1.01798 1.09581 -0.06 -0.20 0.13 -1.110
C 2.15623 0.39560 0.05663 -0.11 -0.22 -0.29 -0.472
H 1.74142 1.13623 2.13126 -0.08 -0.06 -0.34 0.403
C 1.42363 0.54325 -1.15450 -0.58 0.28 0.73 -0.254
C 0.22307 1.26264 -0.85367 0.79 -0.28 0.33 -0.874
H -0.50772 1.60701 -1.57411 0.01 -0.06 0.09 0.439
H -0.50215 2.19393 1.04326 0.42 -0.41 -0.20 0.583
H 3.15504 -0.04512 0.13793 -0.48 0.13 -0.02 0.525
H 1.74941 0.24899 -2.13942 0.07 -0.14 0.00 0.517
Ca -0.10012 -1.21052 0.36328 1.89 0.78 -0.45 1.684
Si 1.99338 -4.27727 -0.94968 0.65 0.03 0.18 -0.114
C 2.12970 -4.25459 0.93696 -0.95 0.21 0.63 0.344
C 1.62810 -5.35639 1.68110 0.87 0.57 -0.10 -0.746
H 1.06258 -6.15962 1.20303 0.40 0.16 -0.06 0.365
C 1.93452 -5.46487 3.02953 -0.15 0.46 0.23 -0.415
H 1.65858 -6.37845 3.53680 -0.04 0.02 0.23 0.439
C 2.56969 -4.41559 3.72028 -0.27 -0.46 -0.35 -0.722
H 2.77331 -4.51570 4.78374 0.05 0.05 -0.20 0.405
C 2.87560 -3.25105 3.03074 -0.15 0.31 0.04 -0.718
H 3.29003 -2.37679 3.52571 0.02 -0.21 0.18 0.440
C 2.63993 -3.15224 1.65969 -0.07 -0.44 -0.30 0.135
H 2.88467 -2.19882 1.16262 0.10 -0.60 0.02 0.361
C 3.32714 -3.19864 -1.76995 -0.57 1.37 0.68 1.669
C 4.59311 -3.02814 -1.15843 -0.61 0.02 -0.98 -0.073
H 4.79988 -3.46580 -0.18153 0.05 -0.14 -0.35 0.159
C 5.55227 -2.24071 -1.78580 0.03 0.20 0.22 -0.838
H 6.51540 -2.11995 -1.28984 -0.09 0.00 -0.28 0.403
C 5.25721 -1.53307 -2.95679 -0.45 -0.02 0.26 -0.777
H 6.00936 -0.87515 -3.39325 -0.21 -0.24 0.01 0.432
C 3.95215 -1.57024 -3.46575 -0.08 -0.03 0.13 -0.707
H 3.66137 -0.92197 -4.29383 0.21 -0.18 0.09 0.420
C 2.97936 -2.38533 -2.87234 1.13 -0.13 0.55 -0.701
H 1.94959 -2.36045 -3.22969 0.19 -0.17 -0.06 0.293
H 0.89635 -3.17576 -0.94423 -0.53 0.38 -0.23 -0.498
Si 2.84488 -6.35620 -1.51409 1.99 -1.66 0.09 0.863
C 4.31654 -6.05373 -2.68498 0.06 -0.86 -0.19 0.469
C 5.59808 -6.61717 -2.48084 -0.20 1.26 -0.88 -0.480
H 5.77646 -7.37840 -1.73477 -0.07 0.15 0.26 0.420
C 6.66366 -6.16437 -3.27155 -0.21 0.03 -0.15 -0.428
H 7.66093 -6.54264 -3.09297 0.09 -0.08 0.02 0.399
C 6.46818 -5.22526 -4.29076 -0.38 -0.36 0.47 -0.744
H 7.31588 -4.85474 -4.86123 -0.16 -0.03 0.06 0.379
C 5.16418 -4.81618 -4.58119 0.32 0.02 -0.42 -0.234
H 4.99273 -4.12449 -5.40394 0.01 -0.14 0.06 0.374
C 4.09023 -5.27365 -3.83294 0.51 0.07 0.38 -0.563
H 3.07930 -4.97382 -4.12770 0.30 0.00 0.31 0.358
C 3.55627 -7.25222 0.00910 0.79 -0.11 -0.75 0.297
C 4.54391 -6.54319 0.71782 -0.61 -0.68 0.71 -0.009
H 4.90289 -5.56786 0.37942 -0.31 -0.21 0.09 0.245
C 5.03255 -7.06759 1.91045 0.21 0.01 -0.08 -0.714
H 5.68868 -6.44537 2.51332 0.11 -0.24 0.00 0.401
C 4.67848 -8.35517 2.32658 -0.20 0.19 -0.31 -0.579
H 5.09681 -8.75664 3.25076 -0.20 0.05 -0.24 0.375
C 3.81796 -9.11969 1.52918 0.03 -0.12 0.13 -0.447
H 3.57342 -10.14042 1.83694 0.11 0.28 -0.14 0.349
C 3.25988 -8.58615 0.36105 0.42 0.84 0.49 -0.623
H 2.62090 -9.19059 -0.28419 0.00 0.20 0.25 0.379
H 2.22885 -7.51412 -2.20247 -0.21 -0.10 0.03 -0.461
Cl 0.47308 -5.64125 -1.99331 -2.49 0.99 -0.45 -0.471
C -1.41959 -1.00674 -2.74767 -1.14 -0.10 0.45 -0.746
O -1.59611 -1.27059 -1.31328 -1.00 -0.13 -0.67 -0.175
C -2.92219 -1.69237 -0.86042 0.88 -0.19 -0.48 -0.667
C -3.32917 -0.97181 0.42620 0.19 0.95 0.34 -0.557
O -2.14808 -0.41509 1.07370 -0.85 -0.39 0.19 -0.325
C -2.44101 0.51439 2.14089 -1.10 -0.46 0.04 -0.952
H -2.10758 -1.66159 -3.30697 0.42 0.19 0.15 0.470
H -0.39497 -1.19634 -3.03119 0.22 -0.25 0.24 0.033
H -1.64864 0.04380 -2.96667 -0.05 -0.24 0.21 0.297
H -3.65822 -1.49959 -1.64475 0.09 -0.05 0.11 0.460
H -2.88215 -2.77301 -0.66891 0.07 0.16 -0.24 0.254
H -3.84497 -1.67113 1.09659 0.22 0.08 0.00 0.426
H -4.04038 -0.16062 0.21916 0.33 0.02 0.00 0.435
H -2.73854 1.49877 1.74719 0.09 -0.40 -0.06 0.313
H -3.28024 0.08659 2.73632 0.58 0.39 -0.21 0.357
H -1.56332 0.63917 2.76872 0.07 -0.15 -0.14 0.312
```
Positions in Å, forces in eV/Å.